{
  "formula": "C25H69AlF2N7O11S2",
  "method": "the ωB97M-V functional and the def2-TZVPD basis",
  "symbols": ["Al", "N", "S", "O", "O", "F", "S", "O", "O", "F", "C", "O", "H", "H", "H", "C", "C", "C", "O", "C", "N", "H", "H", "H", "H", "H", "H", "H", "H", "H", "H", "H", "C", "C", "C", "O", "C", "N", "H", "H", "H", "H", "H", "H", "H", "H", "H", "H", "H", "C", "C", "C", "O", "C", "N", "H", "H", "H", "H", "H", "H", "H", "H", "H", "H", "H", "C", "C", "C", "O", "C", "N", "H", "H", "H", "H", "H", "H", "H", "H", "H", "H", "H", "C", "C", "C", "O", "C", "N", "H", "H", "H", "H", "H", "H", "H", "H", "H", "H", "H", "C", "C", "C", "O", "C", "N", "H", "H", "H", "H", "H", "H", "H", "H", "H", "H", "H"],
  "coordinates": [[-2.9225, 1.1575, -2.3506], [-1.7397, 1.2849, 0.1976], [-2.0616, 2.2622, 1.3463], [-1.2355, 3.4279, 1.5145], [-2.8408, 1.7575, 2.4484], [-3.2652, 2.9061, 0.5117], [-0.6279, 0.5039, 1.3434], [-1.1802, -0.6321, 2.1153], [0.5444, 1.2575, 1.8647], [0.0762, -0.2944, 0.2049], [-2.4998, 5.3911, -1.5246], [-2.8703, 4.3346, -2.3633], [-1.8969, 6.0880, -2.1068], [-3.3230, 5.9333, -1.0595], [-1.8719, 5.0114, -0.7186], [2.3498, -2.8968, -0.4111], [3.7602, -3.2476, -0.9107], [3.7559, -3.1727, -2.4512], [3.1252, -4.3419, -3.0337], [3.6861, -5.6351, -2.8795], [4.7163, -2.3077, -0.3955], [2.2042, -2.9567, 0.6675], [1.6014, -3.4494, -0.9791], [2.1065, -1.8445, -0.5579], [3.9940, -4.2523, -0.5585], [4.7575, -3.0618, -2.8666], [3.1994, -2.3193, -2.8385], [4.7314, -5.5698, -3.1816], [3.0961, -6.3821, -3.4105], [3.5786, -5.8741, -1.8215], [5.5855, -2.5834, -0.8296], [4.7521, -2.6113, 0.5671], [6.2495, -0.6502, 2.5821], [5.1918, -1.5036, 3.1497], [3.7412, -1.0603, 2.9223], [2.8155, -2.0303, 3.4067], [1.4441, -1.7650, 3.0939], [5.3087, -2.7424, 2.4400], [6.0582, -0.4104, 1.5361], [7.2266, -1.1189, 2.6989], [6.2528, 0.2812, 3.1482], [5.3709, -1.7717, 4.1909], [3.4329, -0.8867, 1.8913], [3.5745, -0.0944, 3.3992], [1.3003, -1.7254, 2.0142], [1.0584, -0.9527, 3.7100], [0.8419, -2.5900, 3.4744], [6.0469, -3.2639, 2.8908], [4.5168, -3.2390, 2.8225], [-1.6723, -3.2645, -0.1814], [-1.5671, -2.5504, -1.5003], [-1.0152, -3.4823, -2.5967], [-0.6448, -2.7648, -3.7822], [0.1984, -3.5311, -4.6748], [-2.8558, -1.9607, -1.7983], [-0.7467, -3.3958, 0.3791], [-2.2540, -4.1653, -0.3773], [-2.2047, -2.7331, 0.6073], [-0.8679, -1.7201, -1.4013], [-1.7715, -4.1731, -2.9694], [-0.1311, -3.9709, -2.1872], [0.6840, -2.8716, -5.3940], [-0.4019, -4.3244, -5.1202], [1.0245, -4.0008, -4.1410], [-3.0648, -2.1097, -2.7752], [-3.4674, -2.6192, -1.3375], [0.4772, 1.7339, -5.2025], [0.5908, 0.6160, -4.2159], [1.0608, 1.0540, -2.8334], [0.0382, 1.8739, -2.2921], [0.5487, 2.7249, -1.2614], [-0.6809, -0.1294, -4.1584], [-0.2281, 2.5218, -4.9383], [0.2036, 1.3543, -6.1869], [1.4149, 2.2896, -5.2094], [1.3194, -0.0977, -4.6006], [2.0204, 1.5709, -2.8458], [1.1483, 0.2697, -2.0815], [1.0903, 3.5743, -1.6778], [1.1203, 2.2431, -0.4683], [-0.3232, 3.1364, -0.7528], [-0.4371, -1.1071, -4.0902], [-1.1675, -0.1080, -5.0432], [-7.6090, 2.8273, -0.6866], [-6.2565, 2.2426, -0.6242], [-6.1804, 0.8758, 0.1135], [-4.7932, 0.4977, 0.0481], [-4.4448, -0.4840, 1.0187], [-5.7988, 2.1793, -1.9822], [-8.0235, 2.9249, 0.3168], [-8.2988, 2.1513, -1.1918], [-7.6705, 3.7627, -1.2427], [-5.6212, 2.9438, -0.0832], [-6.8472, 0.1439, -0.3424], [-6.6312, 0.9678, 1.1016], [-3.3909, -0.7503, 1.0986], [-4.9418, -1.4161, 0.7497], [-4.7640, -0.3004, 2.0446], [-6.4582, 1.7140, -2.5895], [-5.9163, 3.1204, -2.3296], [1.2452, 5.1286, 4.6136], [1.7957, 3.7779, 4.0941], [1.1237, 2.6186, 4.8482], [-0.2843, 2.6993, 4.7905], [-0.8670, 1.5018, 5.3914], [1.4188, 3.8356, 2.7161], [1.7818, 5.9455, 4.1310], [1.4077, 5.3335, 5.6718], [0.1627, 5.2240, 4.5300], [2.8804, 3.6934, 4.1602], [1.4892, 2.4964, 5.8678], [1.4548, 1.6780, 4.4081], [-0.4416, 1.3592, 6.3847], [-0.7643, 0.6139, 4.7675], [-1.9502, 1.5841, 5.4814], [1.6286, 2.9668, 2.2457], [0.4114, 3.9009, 2.6839]],
  "charge": 1,
  "fmax_ev_per_a": 8.40,
  "mol_weight_da": 772.977,
  "e_tot_ev": -93680.4622,
  "lumo_ev": -8.18,
  "homo_lumo_gap_ha": 0.0747
}



{
  "formula": "C57H57FI2NO3P2STi",
  "method": "the ωB97M-V functional and the def2-TZVPD basis",
  "symbols": ["Ti", "C", "C", "C", "C", "C", "C", "C", "C", "P", "C", "C", "C", "C", "C", "C", "C", "C", "C", "C", "C", "C", "C", "O", "C", "C", "C", "C", "C", "C", "P", "C", "C", "C", "C", "C", "C", "C", "C", "C", "C", "C", "C", "H", "H", "H", "H", "H", "H", "H", "H", "H", "H", "H", "H", "H", "H", "H", "H", "H", "H", "H", "H", "H", "H", "H", "H", "H", "H", "H", "H", "H", "H", "H", "H", "C", "C", "C", "C", "C", "C", "C", "C", "C", "C", "C", "C", "N", "C", "C", "C", "C", "C", "C", "F", "H", "H", "H", "H", "H", "H", "H", "H", "H", "H", "H", "H", "H", "H", "H", "H", "H", "H", "H", "H", "H", "O", "H", "H", "O", "H", "H", "I", "I", "S"],
  "coordinates": [[-1.6344, 0.0113, 1.1842], [6.2507, -2.9806, -3.0467], [4.8219, -2.4481, -3.2360], [4.4030, -2.5688, -4.7125], [3.8705, -3.2612, -2.3839], [3.9502, -4.6478, -2.3726], [3.1283, -5.4098, -1.5792], [2.1868, -4.8092, -0.7699], [2.0193, -3.4309, -0.7738], [0.6181, -2.6020, 0.1739], [-0.5338, -2.8877, -1.2305], [-0.9646, -1.7369, -1.8886], [-1.8015, -1.8234, -2.9886], [-2.2316, -3.0671, -3.4239], [-1.8027, -4.2173, -2.7766], [-0.9396, -4.1334, -1.6957], [0.5515, -3.9330, 1.4389], [1.5860, -3.8106, 2.3689], [1.7048, -4.7002, 3.4229], [0.7829, -5.7275, 3.5562], [-0.2550, -5.8464, 2.6458], [-0.3847, -4.9469, 1.5973], [2.8710, -2.6622, -1.6090], [2.6737, -1.2899, -1.6007], [3.7016, -0.4951, -2.0828], [3.6295, 0.8586, -1.7407], [4.6390, 1.7205, -2.1410], [5.6961, 1.2394, -2.8841], [5.7442, -0.0948, -3.2370], [4.7619, -0.9938, -2.8383], [2.1941, 1.4722, -0.7669], [3.2211, 2.0675, 0.6480], [3.2354, 3.3182, 1.2578], [3.9345, 3.5208, 2.4412], [4.6169, 2.4788, 3.0441], [4.6096, 1.2254, 2.4477], [3.9185, 1.0252, 1.2672], [1.8341, 2.8205, -1.9793], [1.3358, 2.2897, -3.1734], [0.9566, 3.1096, -4.2194], [1.0636, 4.4876, -4.0883], [1.5553, 5.0260, -2.9117], [1.9353, 4.2013, -1.8590], [6.3174, -4.0238, -3.3487], [6.5441, -2.9086, -1.9993], [6.9625, -2.4185, -3.6482], [4.4438, -3.6099, -5.0339], [5.0663, -1.9778, -5.3450], [3.3823, -2.2106, -4.8501], [4.6642, -5.1506, -3.0107], [3.2229, -6.4875, -1.5909], [1.5720, -5.4185, -0.1207], [-0.6431, -0.7655, -1.5116], [-2.1249, -0.9231, -3.4956], [-2.9017, -3.1409, -4.2699], [-2.1356, -5.1904, -3.1138], [-0.5894, -5.0344, -1.2110], [2.3067, -3.0042, 2.2557], [2.5046, -4.5930, 4.1429], [0.8564, -6.4196, 4.3837], [-0.9790, -6.6434, 2.7537], [-1.2359, -5.0187, 0.9338], [4.5895, 2.7673, -1.8683], [6.4944, 1.9021, -3.1895], [6.5762, -0.4344, -3.8384], [2.7087, 4.1594, 0.8303], [3.9329, 4.5007, 2.8998], [5.1323, 2.6373, 3.9810], [5.1348, 0.3998, 2.9092], [3.9016, 0.0367, 0.8181], [1.2558, 1.2107, -3.2711], [0.5753, 2.6755, -5.1341], [0.7630, 5.1329, -4.9026], [1.6498, 6.0992, -2.8081], [2.3270, 4.6648, -0.9652], [-1.9953, 1.7532, 4.8097], [-3.3178, 1.7202, 4.0328], [-4.4989, 1.8985, 4.9919], [-3.2817, 2.7590, 2.9331], [-3.2048, 4.1014, 3.2808], [-3.1004, 5.0843, 2.3142], [-3.1161, 4.7238, 0.9811], [-3.2275, 3.3931, 0.5754], [-3.3480, 3.2068, -0.9347], [-4.8044, 3.4896, -1.3331], [-2.9198, 1.8706, -1.5429], [-3.2786, 2.3926, 1.5707], [-3.2914, 1.0125, 1.1890], [-4.5805, 0.5053, 0.9834], [-5.7287, 1.0497, 1.5805], [-6.9790, 0.4941, 1.3776], [-7.1449, -0.6109, 0.5592], [-6.0446, -1.1356, -0.1007], [-4.8130, -0.5656, 0.1098], [-3.7574, -0.9890, -0.6339], [-2.0398, 1.0497, 5.6384], [-1.8032, 2.7481, 5.2150], [-1.1542, 1.4652, 4.1718], [-3.4233, 0.7357, 3.5748], [-4.5250, 2.8993, 5.4255], [-4.4086, 1.1758, 5.8029], [-5.4491, 1.7181, 4.4886], [-3.2135, 4.3750, 4.3274], [-3.0265, 6.1269, 2.5932], [-3.0434, 5.4876, 0.2158], [-2.7124, 3.9765, -1.3841], [-5.4678, 2.7611, -0.8640], [-4.9228, 3.4194, -2.4154], [-5.1076, 4.4861, -1.0135], [-3.7218, 1.1427, -1.4665], [-2.0149, 1.4740, -1.0706], [-2.7084, 2.0141, -2.6036], [-5.6161, 1.9093, 2.2249], [-7.8370, 0.9209, 1.8796], [-8.1245, -1.0434, 0.4176], [-6.1353, -1.9647, -0.7883], [0.2856, -0.2486, 2.3044], [0.1971, -0.7505, 3.1340], [0.8042, -0.8247, 1.6971], [-0.5996, 2.1458, 1.5654], [-0.1352, 2.2603, 2.4049], [-1.0532, 2.9776, 1.3580], [-2.0972, -1.8940, 3.6446], [-2.2049, -1.6492, 6.6653], [-2.0380, -2.2083, 1.2476]],
  "fmax_ev_per_a": 1.66,
  "mol_weight_da": 1218.775,
  "relative_energy_kj_mol": 113.11,
  "e_tot_ev": -139116.5762,
  "s2": 0.759,
  "lumo_ev": [-0.43, -0.33],
  "homo_lumo_gap_ha": [0.2433, 0.2494],
  "spin_multiplicity": 2
}



{
  "formula": "C4H8N2O",
  "method": "the ωB97M-V functional and the def2-TZVPD basis",
  "symbols": ["C", "N", "C", "C", "O", "C", "N", "H", "H", "H", "H", "H", "H", "H", "H"],
  "coordinates": [[2.0586, 0.0181, -1.2406], [0.7937, -0.4575, -0.6861], [-0.0054, 0.5177, -0.0426], [-1.9325, -0.4130, 0.1757], [-2.4703, -0.2542, 1.3091], [-0.0241, 0.7076, 1.3253], [-0.5010, 0.6708, 2.4239], [1.8624, 0.7873, -1.9956], [2.7443, 0.4414, -0.4896], [2.5613, -0.8148, -1.7417], [0.9467, -1.2491, -0.0725], [-0.1727, 1.4083, -0.6481], [-1.4624, -1.3731, -0.0852], [-2.3337, 0.1462, -0.6782], [-1.5319, 0.1821, 2.2109]],
  "fmax_ev_per_a": 0.99,
  "mol_weight_da": 100.121,
  "relative_energy_kj_mol": 395.67,
  "e_tot_ev": -9302.2923,
  "smiles": "CNC=C=N.C=O",
  "lumo_ev": 0.77,
  "homo_lumo_gap_ha": 0.3575
}



{
  "formula": "C6H24FN12O6Ti",
  "method": "the ωB97M-V functional and the def2-TZVPD basis",
  "symbols": ["Ti", "F", "C", "O", "N", "N", "H", "H", "H", "H", "C", "O", "N", "N", "H", "H", "H", "H", "C", "O", "N", "N", "H", "H", "H", "H", "C", "O", "N", "N", "H", "H", "H", "H", "C", "O", "N", "N", "H", "H", "H", "H", "C", "O", "N", "N", "H", "H", "H", "H"],
  "coordinates": [[-0.2895, 4.0027, -16.6540], [0.6789, 5.2545, -14.8931], [4.1717, 6.2453, -14.0625], [5.2055, 6.8224, -13.9836], [3.1477, 6.6403, -13.4188], [3.8382, 5.3811, -14.9535], [2.2214, 6.2390, -13.4516], [3.2940, 7.3201, -12.6863], [2.8436, 5.2716, -15.0909], [4.5067, 4.9825, -15.5971], [1.2489, 1.7488, -15.0869], [0.1800, 1.9354, -15.6865], [1.9554, 2.7604, -14.6462], [1.8436, 0.6052, -15.0619], [1.5739, 3.6943, -14.6948], [2.7554, 2.6092, -14.0484], [2.7139, 0.5716, -14.5506], [1.5194, -0.1739, -15.6169], [0.0927, 9.5270, -13.2275], [0.4504, 10.6057, -12.8716], [-0.8401, 8.8173, -12.7170], [0.7335, 8.6801, -13.9353], [-0.8776, 7.8083, -12.6934], [-1.4546, 9.4307, -12.2010], [0.5264, 7.7437, -13.6185], [1.6278, 8.9806, -14.2960], [-0.4238, 5.1028, -11.6779], [-1.3841, 5.7146, -12.0946], [0.3727, 4.3085, -12.3068], [0.0474, 5.1642, -10.4342], [1.2140, 4.1028, -11.7871], [0.2845, 4.3262, -13.3128], [0.7597, 4.4786, -10.2275], [-0.3622, 5.8133, -9.7778], [-2.1034, 6.6916, -16.8559], [-1.8285, 5.6098, -17.3216], [-2.4984, 7.8035, -17.4383], [-1.8196, 7.0415, -15.6098], [-2.8720, 8.5737, -16.9025], [-2.6368, 7.8328, -18.4384], [-1.7432, 8.0210, -15.3757], [-1.2512, 6.3482, -15.1446], [1.3913, 6.3909, -18.0781], [1.0142, 5.2217, -18.2348], [1.8812, 6.9141, -17.0221], [1.4954, 7.2042, -19.0277], [2.0535, 7.9029, -17.1347], [1.6065, 6.5697, -16.1133], [2.0925, 8.0187, -19.0157], [0.9643, 6.8907, -19.8275]],
  "fmax_ev_per_a": 7.65,
  "mol_weight_da": 427.201,
  "relative_energy_kj_mol": 414.21,
  "e_tot_ev": -62612.1117,
  "s2": 3.751,
  "lumo_ev": [0.23, 0.16],
  "homo_lumo_gap_ha": [0.1630, 0.3562],
  "spin_multiplicity": 4
}